Record 1
Here is a structure of composition C41H41MnNO10P2SSi at a distorted geometry from the Open Molecules 2025 dataset. Energies are from wB97M-V/def2-TZVPD.

Structure (XYZ):
```
98
Properties=species:S:1:pos:R:3:forces:R:3:lowdin_spin:R:1
Mn 0.222287 -0.627656 0.564163 0.462 -0.621 1.143 3.833
C 1.319399 -4.440968 -2.259984 0.089 0.085 0.243 -0.001
Si 0.167161 -3.227834 -1.344572 -0.092 -0.236 -0.511 0.005
C -0.294438 -1.950613 -2.648894 -0.105 -0.004 0.268 0.002
C -1.354389 -4.207269 -0.823082 0.058 0.232 0.016 0.002
N 0.929253 -2.386674 -0.040214 -0.404 0.524 -0.250 -0.016
C 1.992643 -2.823012 0.717256 0.082 -0.031 0.143 -0.001
C 2.466131 -4.137677 0.768391 -0.134 0.047 -0.021 0.000
C 3.591881 -4.475353 1.510933 0.066 -0.007 -0.045 0.000
C 4.277573 -3.513034 2.227990 -0.026 -0.042 -0.022 0.001
C 3.813383 -2.197300 2.229563 0.008 0.119 0.124 0.001
C 2.687552 -1.880122 1.509469 -0.046 -0.299 -0.083 0.001
O 2.089682 -0.642289 1.444590 0.087 -0.109 0.040 0.007
C 2.516134 0.590022 2.082713 -0.530 0.681 -0.148 0.021
C 2.016333 0.672701 3.520719 -0.084 -0.579 0.048 0.003
C 2.825813 1.560574 4.393013 0.183 0.043 0.086 0.005
C 4.048586 1.984602 4.067508 -0.110 0.077 0.104 -0.001
C 4.657359 1.560712 2.811991 0.009 -0.171 -0.101 0.007
C 3.975619 0.853473 1.910296 0.123 -0.046 -0.127 0.003
H 1.056277 -4.448891 -3.320641 -0.061 0.032 0.001 0.000
H 1.231315 -5.465385 -1.889503 0.012 0.009 0.019 0.000
H 2.367763 -4.144429 -2.177406 -0.006 0.012 -0.018 0.000
H -0.782361 -2.402827 -3.515961 0.006 -0.078 0.008 0.000
H 0.582886 -1.394873 -2.989018 0.030 -0.028 0.023 0.000
H -0.989086 -1.231445 -2.212449 -0.019 -0.010 -0.091 0.000
H -1.708543 -4.857399 -1.628521 0.042 0.002 -0.042 0.000
H -2.162193 -3.519738 -0.561710 -0.015 -0.029 0.041 0.000
H -1.152370 -4.825931 0.055174 0.063 0.001 -0.007 0.000
H 1.926724 -4.899063 0.220084 0.042 -0.032 0.038 0.000
H 3.931339 -5.504854 1.521336 -0.018 -0.005 0.014 0.000
H 5.151795 -3.774612 2.809925 -0.001 0.014 0.012 0.000
H 4.321257 -1.441507 2.810945 -0.059 0.002 0.047 0.000
H 0.972981 0.996342 3.491488 0.021 0.053 -0.003 0.000
H 2.390005 1.824058 5.349881 0.005 0.037 -0.006 0.000
H 4.613283 2.637035 4.721767 -0.019 -0.037 0.049 0.000
H 5.692748 1.816696 2.620884 -0.009 0.020 -0.035 0.001
H 4.427353 0.528526 0.979599 0.027 0.033 0.005 0.001
O 3.601973 4.580581 0.776961 -0.065 0.078 0.044 0.179
C 2.949381 3.561279 0.602441 0.177 0.017 -0.166 0.079
C 3.000596 2.648410 -0.556530 0.114 0.020 -0.281 0.126
O 3.621261 2.818203 -1.620276 -0.039 -0.019 0.168 0.285
C 2.131351 1.506196 -0.239009 -0.406 0.074 -0.166 0.077
C 1.628968 1.570886 1.192996 0.429 -0.439 -0.009 0.019
O 0.323844 1.119518 1.266428 -0.547 -0.130 -0.207 0.043
C 1.889039 3.034675 1.549526 -0.311 -0.074 0.010 0.020
O 1.280794 3.675709 2.369991 0.041 0.058 0.070 0.057
O 1.730044 0.605358 -0.982889 -0.079 -0.020 0.125 0.141
O -3.467733 -0.005811 1.529920 0.084 0.197 -0.203 0.002
S -3.187327 -0.632975 0.260846 -0.228 -0.320 0.663 0.007
O -3.927800 -1.849364 0.002433 0.131 0.000 -0.178 0.001
O -1.735919 -0.848807 0.042727 0.372 0.410 -0.589 0.035
C -3.862219 0.527881 -0.963714 0.406 0.147 -0.085 0.001
C -5.259523 0.533469 -0.905889 -0.029 -0.078 0.083 0.000
C -6.000254 1.403890 -1.675181 -0.008 -0.043 0.054 0.000
C -5.346819 2.300105 -2.510977 -0.009 0.140 -0.155 0.000
C -3.970783 2.299082 -2.576897 -0.020 -0.050 0.066 0.000
C -3.193642 1.410055 -1.820513 -0.195 -0.347 0.215 0.001
P -1.355746 1.488277 -2.031457 -0.092 0.216 0.070 0.002
C -1.281672 1.374103 -3.869633 0.146 -0.146 0.066 0.000
C -2.230467 0.645503 -4.590568 0.008 0.053 0.026 0.000
C -2.066298 0.403136 -5.946310 0.025 -0.015 -0.055 0.000
C -0.945063 0.875949 -6.612264 0.004 0.019 -0.006 0.000
C 0.019357 1.578373 -5.903674 0.007 0.014 -0.018 0.000
C -0.137726 1.810592 -4.545935 -0.013 -0.126 0.040 0.000
C -1.248517 3.298070 -1.690153 0.088 -0.004 -0.069 0.001
C -1.569733 3.660572 -0.378936 0.161 -0.111 -0.022 0.001
C -1.521182 4.983555 0.018301 0.021 0.076 0.068 0.000
C -1.147126 5.970545 -0.884666 -0.021 0.019 -0.016 0.000
C -0.826665 5.621284 -2.185411 0.015 -0.006 -0.039 0.000
C -0.874748 4.291521 -2.588665 -0.019 -0.005 0.055 0.000
H -5.734839 -0.170467 -0.235346 -0.064 0.049 -0.041 0.000
H -7.082220 1.399412 -1.621841 0.004 -0.038 0.030 0.000
H -5.914231 2.998018 -3.115791 0.005 0.010 0.013 0.000
H -3.465847 3.002425 -3.227979 -0.006 0.001 -0.013 0.000
H -3.102850 0.250610 -4.085400 0.005 0.011 -0.017 0.000
H -2.813706 -0.169396 -6.483534 -0.001 0.004 0.026 0.000
H -0.812259 0.680401 -7.669840 -0.010 0.010 0.009 0.000
H 0.914243 1.934237 -6.399270 0.002 -0.020 -0.018 0.000
H 0.663013 2.301227 -4.008704 0.030 0.017 0.107 0.000
H -1.830536 2.888628 0.336357 0.006 -0.001 0.073 0.000
H -1.748689 5.247063 1.043269 0.005 -0.045 0.009 0.000
H -1.090470 7.004556 -0.567505 0.003 -0.002 0.000 0.000
H -0.526047 6.382283 -2.895596 0.014 0.006 0.003 0.000
H -0.612658 4.039996 -3.607058 -0.049 0.026 -0.002 0.000
C -1.643198 -1.444967 4.804694 0.084 -0.020 -0.199 0.000
P -0.392324 -2.364314 3.847152 0.239 -0.089 0.595 0.005
C -1.246917 -3.985206 3.615603 0.028 0.292 -0.217 0.002
C 1.066779 -2.404023 4.750701 -0.353 -0.152 -0.179 0.001
O -0.291991 -1.778230 2.456716 0.108 0.539 -0.821 0.038
H -1.758383 -1.841591 5.814550 0.020 -0.027 -0.001 0.000
H -2.587729 -1.500174 4.260426 -0.034 0.030 0.055 0.000
H -1.333935 -0.400861 4.851022 0.013 -0.007 0.030 0.000
H -1.586018 -4.397785 4.567176 0.050 0.004 0.034 0.000
H -0.534222 -4.670954 3.154453 -0.004 -0.022 0.007 0.000
H -2.094759 -3.841833 2.940846 -0.038 -0.080 0.022 0.000
H 0.944454 -2.688534 5.797516 -0.049 0.040 0.000 0.000
H 1.943762 -0.341125 3.974761 0.094 0.169 -0.065 0.000
H 1.832781 -2.993160 4.241828 0.071 0.032 0.043 0.000
```
Positions in Å, forces in eV/Å.

Output
- HOMO level (alpha / beta) (eV) = -1.64 / -1.64
- spin multiplicity = 6
- total charge = -2
- energy relative to the best compared isomer or geometry (same formula, charge and spin) (kJ/mol) = 301.51
- DFT total energy (eV) = -133761.77916
- <S²> = 8.826
- maximum force (eV/Å) = 1.380

Record 2
Here is a structure of composition C14H20Br2N5O4S at a distorted geometry from the Open Molecules 2025 dataset. Energies are from wB97M-V/def2-TZVPD.

Structure (XYZ):
```
46
Properties=species:S:1:pos:R:3:forces:R:3:nbo_charge:R:1
C 2.954895 -2.528623 0.537180 0.194 0.223 0.389 -0.636
C 2.097517 -1.330220 0.158552 0.354 -0.414 -0.196 -0.251
Br 0.520468 -1.251815 1.299960 -0.073 -0.047 0.111 -0.025
C 1.724379 -1.283082 -1.332194 -0.251 0.632 0.314 -0.246
Br 1.230337 -3.048647 -2.010158 -0.010 -0.043 0.020 -0.034
C 0.713242 -0.215726 -1.641397 -0.586 -0.210 -0.993 -0.084
C -0.563367 -0.502042 -1.960760 0.533 -0.134 0.009 -0.036
N -1.494239 0.492369 -2.249971 -0.548 0.033 -0.270 -0.453
C -2.850281 0.155782 -2.570969 0.724 -0.566 0.757 -0.215
C -3.694932 -0.166949 -1.303230 -0.189 0.636 0.364 0.383
N -5.112900 0.120943 -1.604860 0.310 -0.191 -0.149 -0.851
N -3.299216 0.619667 -0.135740 -0.341 -0.311 0.156 -0.875
N -3.490542 -1.537598 -0.904578 0.083 0.078 -0.196 -0.843
C -1.083986 1.839203 -2.202784 0.256 0.668 0.086 -0.171
C 0.185725 2.163152 -1.874381 -1.028 -0.128 -0.063 0.163
N 0.512772 3.569992 -1.887120 -0.163 -0.242 1.305 -0.467
C 0.734402 4.195929 -0.874172 0.733 -0.446 -1.073 0.264
S 1.239327 5.029127 0.346123 -0.274 0.446 0.330 -0.005
C 1.150190 1.169136 -1.570642 1.215 0.295 0.293 -0.419
C 2.518645 1.532299 -1.216527 -0.602 -0.086 0.022 0.756
O 2.899684 2.086157 -0.202323 0.203 0.509 -0.131 -0.642
O 3.458540 1.166837 -2.155142 0.246 -0.284 -0.001 -0.721
H 3.651225 -2.741545 -0.274942 -0.065 -0.149 -0.064 0.213
H 2.346282 -3.397364 0.770863 0.022 -0.134 -0.268 0.223
H 3.552588 -2.306222 1.422230 -0.107 0.091 0.083 0.224
H 2.661277 -0.430872 0.392660 -0.248 0.225 -0.052 0.246
H 2.631059 -1.005528 -1.869483 0.137 -0.359 -0.024 0.246
H -0.935658 -1.511563 -1.999260 -0.036 -0.039 0.052 0.219
H -3.310115 0.971600 -3.127840 -0.039 -0.014 -0.116 0.195
H -2.803272 -0.757895 -3.172560 -0.391 0.104 -0.307 0.192
H -5.617596 -0.092782 -0.749200 -0.101 0.052 -0.034 0.353
H -5.194966 1.127770 -1.721531 -0.120 -0.021 -0.080 0.344
H -3.173659 1.596117 -0.367581 0.206 -0.010 0.026 0.362
H -2.444868 0.248341 0.264343 0.187 0.219 -0.204 0.387
H -3.984628 -1.704963 -0.036510 -0.024 -0.168 -0.044 0.363
H -3.798488 -2.174670 -1.627191 -0.138 -0.033 0.088 0.363
H -1.807610 2.606388 -2.432862 -0.074 -0.084 -0.161 0.194
H 4.313855 1.435426 -1.784317 -0.033 -0.078 0.076 0.475
O 3.110403 -1.149453 4.345328 -1.000 0.562 0.668 -0.506
C 1.962735 -1.319543 4.803434 1.645 -4.114 -2.169 0.099
C 1.419932 0.307897 5.623885 -1.555 3.548 1.848 0.114
O 0.286067 0.100357 6.095341 1.084 -0.348 -0.564 -0.510
H 1.838410 -2.041665 5.635219 0.144 0.804 0.659 0.136
H 1.126820 -1.480075 4.099065 -0.109 1.098 -0.032 0.173
H 1.542155 0.985042 4.758062 -0.206 -0.719 -0.489 0.163
H 2.277404 0.459324 6.307982 0.036 -0.851 0.022 0.141
```
Positions in Å, forces in eV/Å.

Output
- HOMO level (eV) = -1.47
- total charge = -1
- DFT total energy (eV) = -181399.55836
- maximum force (eV/Å) = 4.933

Record 3
Here is a cluster of 2 separate species, C3H6O3 in total from the Open Molecules 2025 dataset. Energies are from wB97M-V/def2-TZVPD.

Structure (XYZ):
```
12
Properties=species:S:1:pos:R:3:forces:R:3:nbo_charge:R:1
C 2.146248 -0.709456 0.871188 -0.195 -0.139 0.196 0.294
O 1.233520 -1.182849 1.502248 0.431 0.151 -0.255 -0.530
C -0.188745 0.669986 -0.888311 0.290 0.100 0.164 0.424
O 0.807004 1.239465 -0.505178 -0.440 -0.225 -0.198 -0.534
C -1.237231 0.058482 0.019272 0.266 -0.003 0.148 -0.192
O -2.463264 -0.108161 -0.653303 -0.211 0.207 -0.064 -0.702
H -0.399563 0.536437 -1.970861 0.020 0.049 0.058 0.114
H 2.693356 0.190793 1.200715 -0.090 -0.078 0.056 0.122
H 2.493729 -1.155635 -0.081154 -0.081 0.007 0.088 0.107
H -0.886425 -0.940841 0.305716 0.017 0.151 -0.036 0.234
H -1.318453 0.644923 0.943793 0.019 -0.058 -0.146 0.195
H -2.880180 0.756856 -0.744128 -0.026 -0.161 -0.010 0.468
```
Positions in Å, forces in eV/Å.

Output
- HOMO level (eV) = -10.04
- energy relative to the best compared isomer or geometry (same formula, charge and spin) (kJ/mol) = 221.53
- DFT total energy (eV) = -9349.02067
- maximum force (eV/Å) = 0.533

Record 4
Here is a structure of composition C35H18Cl5N4O10S4Y at a distorted geometry from the Open Molecules 2025 dataset. Energies are from wB97M-V/def2-TZVPD.

Structure (XYZ):
```
77
Properties=species:S:1:pos:R:3:forces:R:3:lowdin_charge:R:1
Y 0.100726 -0.178819 -0.017390 0.236 0.684 1.961 1.280
O 4.210568 5.845682 1.523689 0.058 0.028 0.005 -0.047
C 3.169324 5.884568 0.847945 -0.159 -0.392 -0.121 -0.688
O 2.568787 6.829842 0.307790 0.039 0.058 0.029 -0.051
C 2.473407 4.490790 0.650131 0.065 0.396 0.075 -0.072
C 1.275516 4.401256 -0.032124 -0.061 -0.143 0.006 0.057
C 0.650225 3.166402 -0.159176 0.137 0.208 0.240 -0.171
N 1.125513 2.069162 0.440578 0.080 -0.196 -0.200 0.085
C 2.300889 2.137347 1.077657 0.034 0.301 -0.059 -0.220
C 3.015537 3.327781 1.161278 -0.060 -0.103 0.082 0.059
C 2.847875 0.885112 1.661761 0.111 -0.168 0.038 -0.249
C 3.989221 0.909656 2.460727 -0.023 0.012 -0.001 -0.007
C 4.537405 -0.278915 2.906450 -0.041 -0.019 -0.029 -0.055
C 3.935130 -1.469699 2.543918 0.019 0.050 -0.029 -0.049
C 2.772687 -1.408650 1.793314 0.108 -0.097 0.066 -0.149
N 2.223814 -0.268726 1.383590 0.073 0.108 0.208 0.038
C -0.542693 2.997106 -1.024708 -0.213 -0.015 -0.043 -0.172
C -1.082877 4.064093 -1.739810 -0.031 0.048 0.047 -0.001
C -2.117416 3.836011 -2.626961 0.011 -0.096 0.046 -0.057
C -2.580286 2.542971 -2.798680 -0.015 0.072 0.056 -0.043
C -2.013319 1.539706 -2.034418 -0.115 -0.002 -0.119 -0.117
N -1.038916 1.758250 -1.151399 0.244 -0.007 -0.144 0.070
H 0.882909 5.316830 -0.448220 0.021 -0.008 -0.023 0.106
H 3.989933 3.400169 1.620708 -0.042 0.030 0.050 0.109
H 4.436694 1.848435 2.747226 0.017 0.000 -0.058 0.108
H 5.429496 -0.270341 3.519864 -0.005 0.012 0.018 0.105
H 4.335663 -2.429053 2.841492 -0.014 -0.014 -0.007 0.102
H 2.245510 -2.314328 1.525502 -0.029 0.017 -0.029 0.045
H -0.694454 5.062564 -1.615951 0.043 -0.020 0.010 0.106
H -2.545040 4.657204 -3.187773 0.024 0.011 -0.014 0.106
H -3.359208 2.307812 -3.509577 -0.009 -0.034 0.018 0.105
H -2.333348 0.515411 -2.147704 0.018 -0.005 0.022 0.077
O 1.395854 -0.583643 -3.555366 -0.108 -0.132 0.095 -0.285
S 2.209109 -0.873697 -2.411289 1.245 0.415 -0.619 0.501
O 3.637705 -0.808723 -2.644085 -0.151 -0.073 0.229 -0.322
O 1.855146 -0.042405 -1.213924 0.991 -0.050 -1.103 -0.449
C 1.932484 -2.563332 -1.852762 -0.078 0.130 -0.240 -0.232
C 3.055141 -3.227877 -1.379652 0.039 0.024 -0.048 -0.071
C 2.970518 -4.558385 -1.006830 -0.009 -0.118 -0.005 -0.072
C 1.768543 -5.237987 -1.135716 -0.128 0.079 -0.004 -0.064
C 0.637126 -4.570195 -1.583578 -0.090 -0.024 0.047 -0.054
C 0.709882 -3.231404 -1.926381 -0.047 0.441 0.038 -0.227
S -0.809773 -2.381319 -2.373491 -0.915 -0.855 -0.493 0.486
O -0.905982 -2.318845 -3.805733 0.268 0.252 0.123 -0.286
O -1.897478 -3.084919 -1.736722 0.348 -0.035 0.107 -0.333
O -0.629046 -1.036377 -1.722949 -0.662 -1.238 -1.880 -0.554
H 3.987972 -2.681508 -1.350846 0.012 -0.052 0.033 0.108
H 3.850112 -5.073472 -0.639364 -0.003 0.010 0.008 0.100
H 1.687903 -6.281440 -0.871249 -0.011 -0.114 0.084 0.101
H -0.320481 -5.065755 -1.636791 -0.073 -0.068 0.075 0.115
Cl 0.460124 1.306857 3.592356 0.386 0.118 0.128 0.733
C -1.138631 0.875569 3.094579 -0.412 -0.198 -0.453 -0.687
C -1.338578 0.326634 1.818398 -1.151 0.502 1.848 -0.317
C -2.669253 -0.053096 1.602008 0.507 0.245 0.093 -0.705
Cl -2.989936 -0.852954 0.096345 -0.278 -0.125 -0.013 0.753
C -3.710670 0.124142 2.502062 -0.101 -0.017 -0.083 -0.711
Cl -5.310119 -0.388505 2.116747 -0.163 -0.032 -0.041 0.657
C -3.453410 0.723522 3.727031 0.131 -0.024 -0.051 -0.720
Cl -4.726483 1.003163 4.850309 -0.133 0.001 0.101 0.647
C -2.149336 1.088236 4.033638 0.056 -0.022 -0.117 -0.718
Cl -1.805974 1.797190 5.567851 -0.026 0.069 0.168 0.640
O -1.991559 -7.164065 2.527606 0.031 0.179 0.018 -0.314
S -0.914824 -6.716985 1.680668 0.208 -0.436 0.264 0.626
O -0.588686 -7.584258 0.576712 0.204 0.306 -0.090 -0.325
N -1.134397 -5.163879 1.208402 0.042 -0.221 -0.056 -0.070
C -0.306484 -4.357104 1.812418 -0.194 0.238 -0.094 -0.775
S -0.298503 -2.663714 1.720566 -0.100 0.149 -0.022 0.720
C 0.657223 -5.024792 2.743137 0.247 -0.208 0.154 -0.233
C 1.590094 -4.425878 3.574679 -0.025 -0.064 -0.086 -0.039
C 2.404019 -5.243479 4.348260 0.003 0.069 -0.008 -0.078
C 2.284219 -6.627845 4.289958 -0.006 -0.060 -0.003 -0.090
C 1.327075 -7.224905 3.476746 -0.057 -0.200 -0.046 -0.050
C 0.522961 -6.402468 2.718418 -0.366 0.442 -0.210 -0.207
H 1.647311 -3.345691 3.610882 0.035 -0.001 0.021 0.084
H 3.136372 -4.795991 5.009115 0.011 -0.014 0.002 0.098
H 2.931934 -7.248847 4.896448 0.003 -0.001 -0.001 0.096
H 1.213068 -8.300883 3.440674 -0.002 -0.002 0.027 0.114
```
Positions in Å, forces in eV/Å.

Output
- HOMO level (eV) = -4.17
- total charge = -2
- energy relative to the best compared isomer or geometry (same formula, charge and spin) (kJ/mol) = 198.18
- DFT total energy (eV) = -170027.67446
- maximum force (eV/Å) = 2.346